1.
{
  "formula": "C43H33I2N11O4W",
  "method": "ωB97M-V with the def2-TZVPD basis set",
  "molar_mass_g_mol": 1205.46,
  "e_above_lowest_kj_mol": 203.07,
  "spin_multiplicity": 3,
  "s_squared": 2.01,
  "orbital_gap_ev": [6.88, 6.70],
  "total_charge": 2,
  "e_tot_ha": -3223.72208,
  "e_lumo_ev": [-5.70, -5.99],
  "homo_ev": [-12.59, -12.68],
  "elements": ["W", "I", "C", "C", "C", "I", "C", "O", "C", "C", "N", "C", "C", "C", "C", "C", "C", "N", "C", "H", "H", "H", "H", "H", "H", "H", "H", "H", "H", "H", "O", "C", "O", "C", "C", "C", "C", "C", "C", "C", "C", "C", "N", "H", "H", "H", "H", "H", "H", "C", "N", "C", "N", "C", "N", "C", "C", "C", "C", "C", "C", "C", "N", "N", "C", "O", "C", "C", "C", "C", "C", "C", "N", "C", "N", "C", "N", "C", "H", "H", "H", "H", "H", "H", "H", "H", "H", "H", "H", "H", "H", "H", "H", "H"],
  "positions_angstrom": [[-0.3599, 1.0544, 1.2284], [-6.8442, 2.5922, 5.3051], [-4.9599, 2.2180, 4.4522], [-3.8603, 2.1125, 5.2982], [-2.6697, 1.6534, 4.7954], [-0.9927, 1.5674, 5.9880], [-2.5287, 1.3484, 3.4268], [-1.4045, 0.7694, 2.8936], [-3.6310, 1.6312, 2.5996], [-3.3114, 1.7425, 1.1063], [-2.0370, 2.4141, 0.9617], [-1.8629, 3.1520, -0.3207], [-1.7008, 2.0380, -1.3694], [-2.1789, 2.1198, -2.6685], [-1.8541, 1.0641, -3.6240], [-1.2571, -0.0592, -3.0537], [-0.8698, -0.0716, -1.7307], [-1.0422, 0.9288, -0.9135], [-4.9113, 1.9789, 3.1132], [-4.0389, 2.3166, 6.3604], [-4.1009, 2.2678, 0.5710], [-3.1823, 0.7542, 0.5507], [-1.9710, 3.1552, 1.6653], [-1.0278, 3.7705, -0.3206], [-2.7410, 3.7609, -0.5733], [-2.7012, 3.0173, -2.9365], [-2.1363, 1.1375, -4.6834], [-1.0162, -0.9080, -3.6427], [-0.3975, -0.9695, -1.3604], [-5.8221, 2.2794, 2.5560], [2.2007, 4.1214, 0.7139], [1.5357, 3.2631, 1.2579], [0.4407, 2.7892, 0.6961], [1.9485, 2.6195, 2.5538], [2.9933, 3.1756, 3.4029], [3.3172, 2.4909, 4.5162], [2.7777, 1.2011, 4.7186], [3.3804, 0.3169, 5.7240], [2.9388, -0.9555, 5.9002], [1.8578, -1.4285, 5.1329], [1.2901, -0.6131, 4.1606], [1.7704, 0.7265, 3.8851], [1.3099, 1.4806, 2.8029], [3.5891, 3.9011, 2.9041], [4.1084, 2.7995, 5.1619], [4.3386, 0.4539, 6.2946], [3.4558, -1.6460, 6.5418], [1.4255, -2.4007, 5.2867], [0.4658, -0.8601, 3.5241], [4.1189, 1.2174, -2.0516], [3.1929, 0.7220, -1.0190], [1.9109, 1.0293, -0.8388], [1.4734, 0.3986, 0.2687], [2.5782, -0.3342, 0.6710], [3.5858, -0.1476, -0.0638], [3.5426, 0.9485, -3.4504], [3.8521, 1.7492, -4.5341], [3.1203, 1.7304, -5.6998], [2.2257, 0.6975, -5.8390], [2.0246, -0.2637, -4.8710], [2.7058, -0.2035, -3.6873], [0.9931, -1.2872, -5.1125], [0.0243, -1.3494, -5.9791], [-0.6971, -2.4763, -5.6449], [-0.2041, -3.0240, -4.6235], [0.8395, -2.2753, -4.1575], [-0.8394, -4.0315, -3.7419], [-2.1376, -4.5754, -4.0608], [-2.8587, -5.2507, -3.0723], [-2.3330, -5.2734, -1.7828], [-1.0931, -4.7726, -1.4165], [-0.7306, -4.7260, 0.0615], [-0.9852, -3.3531, 0.6265], [-0.1456, -2.3215, 0.6790], [-0.7728, -1.2826, 1.1980], [-2.0309, -1.7274, 1.4570], [-2.1279, -3.0101, 1.1703], [-0.3734, -4.1584, -2.4182], [4.9849, 0.6670, -1.9303], [4.3608, 2.2642, -1.8983], [1.3812, 1.6961, -1.4994], [2.4998, -0.9749, 1.5116], [4.5314, 2.5490, -4.3063], [3.2290, 2.5883, -6.3459], [1.6692, 0.7256, -6.8348], [2.5116, -1.0119, -2.9356], [-2.6339, -4.3393, -5.0354], [-3.8471, -5.6823, -3.2653], [-2.9001, -5.7188, -1.0345], [0.3668, -4.9287, 0.1806], [-1.3706, -5.4275, 0.6312], [0.8116, -2.4044, 0.1184], [-2.8422, -1.2268, 1.9418], [0.6562, -3.6960, -2.2179]],
  "atomic_forces_ev_per_a": [[0.357, -1.107, 0.414], [0.202, 0.130, -0.018], [-0.962, -0.227, 1.274], [-0.795, -0.176, 0.419], [0.812, -0.145, -0.589], [0.214, -0.067, 0.412], [-0.795, -0.056, -0.181], [-0.379, 0.619, 0.200], [-0.371, 0.057, -1.049], [-1.044, -2.042, -0.214], [1.002, 2.065, 0.005], [-2.350, -2.282, -1.524], [-0.058, 0.179, -0.178], [1.236, -1.348, -0.837], [-0.730, 1.111, 2.159], [-0.154, 0.979, -0.844], [0.106, -1.264, -0.809], [-0.647, 1.727, 1.311], [1.091, 0.746, -0.827], [0.525, -0.041, -0.455], [-0.090, 0.177, 0.130], [-0.434, 0.923, 0.835], [-0.056, -0.299, 0.262], [1.346, 0.926, 0.257], [0.013, -0.239, 0.260], [-0.186, 0.184, -0.360], [0.177, -0.115, 0.601], [-0.074, -0.517, -0.394], [0.081, 0.077, 0.148], [1.019, -0.659, -0.212], [-0.357, -0.661, 0.674], [1.341, 1.279, -0.660], [0.240, -0.048, 0.543], [0.323, -0.152, 0.989], [-1.683, -1.205, -2.395], [0.346, -0.776, -0.089], [1.296, -0.194, 1.686], [0.707, -0.055, -0.085], [-0.445, -0.134, -0.692], [-1.131, 1.120, -1.281], [0.644, 1.001, -0.169], [-0.464, -1.368, 0.186], [0.187, -0.075, 0.821], [0.165, 1.144, 0.354], [0.409, 0.341, 0.320], [-1.145, 1.108, -0.791], [0.064, 0.025, 0.339], [0.073, -0.285, 0.067], [-0.464, -0.783, 0.068], [-1.739, 0.082, -1.088], [-0.450, 0.293, 0.128], [0.735, -0.271, 0.451], [0.551, 0.009, -1.189], [-2.557, 0.555, 0.696], [2.416, 0.014, -1.326], [-0.591, -2.180, -0.022], [-0.150, 0.997, 1.850], [0.359, -0.332, 0.708], [-1.137, 1.193, -3.339], [-0.624, -0.697, -0.889], [0.640, 0.844, 1.799], [-0.995, -0.569, 0.798], [1.222, -0.140, 0.378], [-1.519, 0.144, -1.997], [0.224, 0.264, 1.535], [1.135, -0.175, -0.212], [-1.600, -0.188, 0.616], [0.441, 0.798, -0.386], [0.674, 0.556, -0.220], [0.324, -0.212, -0.704], [-0.920, 0.320, -0.113], [0.572, 0.227, -0.315], [1.089, -0.593, 0.109], [0.972, -0.807, -1.587], [0.122, 2.011, -0.084], [0.604, -1.825, 0.270], [-1.910, 0.018, -0.065], [2.462, 1.089, -0.703], [1.875, -1.149, 0.458], [-0.248, 0.144, 0.088], [-0.086, 0.033, 0.201], [0.351, -0.428, 0.627], [0.288, 0.449, -0.296], [-0.050, -0.428, -0.595], [0.401, -0.562, 1.697], [0.325, 1.063, -0.545], [0.840, -0.431, 0.832], [0.494, 0.262, -0.001], [-1.085, -0.773, 1.261], [-1.079, 0.084, 0.221], [0.629, 0.450, -0.193], [-0.657, 0.479, 1.022], [0.033, 0.484, 0.139], [-1.540, -0.706, -0.096]]
}


2.
{
  "formula": "C43H33INO5P2Re",
  "method": "ωB97M-V with the def2-TZVPD basis set",
  "molar_mass_g_mol": 1018.80,
  "e_above_lowest_kj_mol": 18.14,
  "spin_multiplicity": 4,
  "s_squared": 3.78,
  "orbital_gap_ev": [7.21, 5.72],
  "total_charge": 1,
  "e_tot_ha": -3147.90655,
  "e_lumo_ev": [-3.16, -4.66],
  "homo_ev": [-10.38, -10.38],
  "elements": ["Re", "O", "C", "C", "C", "N", "C", "C", "C", "O", "O", "C", "O", "O", "H", "H", "H", "C", "C", "P", "C", "C", "C", "C", "C", "C", "C", "C", "C", "C", "C", "C", "P", "C", "C", "C", "C", "C", "C", "C", "C", "C", "C", "C", "C", "H", "H", "H", "H", "H", "H", "H", "H", "H", "H", "H", "H", "H", "H", "H", "H", "H", "H", "H", "H", "H", "H", "H", "H", "I", "C", "C", "C", "C", "C", "C", "C", "C", "C", "C", "H", "H", "H", "H", "H", "H"],
  "positions_angstrom": [[1.6149, 0.3169, -0.4496], [3.3705, 1.2606, -6.1484], [2.9660, 0.9974, -4.9074], [3.0013, -0.2940, -4.3595], [2.5409, -0.4554, -3.0801], [2.0992, 0.5963, -2.3877], [2.0509, 1.8354, -2.8835], [2.4811, 2.0826, -4.1588], [1.4721, 2.8295, -1.8875], [1.2468, 3.9653, -2.1916], [1.2425, 2.2794, -0.7023], [2.4460, -1.7538, -2.2955], [2.7872, -2.8023, -2.7592], [1.9320, -1.5707, -1.0798], [3.6629, 0.4610, -6.6044], [3.3529, -1.1550, -4.9138], [2.4365, 3.0786, -4.5768], [-1.8221, -1.7438, 0.6153], [-1.4107, -1.7843, -0.8646], [-0.8442, -0.1971, -1.6092], [-2.3419, 0.8002, -1.8186], [-3.5098, 0.2298, -2.3175], [-4.6433, 1.0108, -2.4693], [-4.6075, 2.3621, -2.1467], [-3.4364, 2.9369, -1.6759], [-2.3033, 2.1557, -1.5084], [-0.4990, -0.7266, -3.3270], [-0.4782, 0.2742, -4.3041], [-0.2356, -0.0370, -5.6300], [0.0035, -1.3561, -6.0015], [-0.0142, -2.3548, -5.0419], [-0.2735, -2.0451, -3.7112], [-2.9713, -0.3712, 1.1925], [-4.5201, -1.3193, 1.3848], [-5.4650, -0.8965, 2.3205], [-6.6938, -1.5281, 2.4187], [-7.0080, -2.5793, 1.5673], [-6.0863, -2.9935, 0.6189], [-4.8499, -2.3677, 0.5284], [-2.4064, -0.1970, 2.9264], [-1.9429, 1.0595, 3.3141], [-1.4782, 1.2756, 4.6053], [-1.4646, 0.2305, 5.5170], [-1.9323, -1.0260, 5.1431], [-2.4156, -1.2335, 3.8604], [-0.9242, -1.6606, 1.2282], [-2.2664, -2.7049, 0.8804], [-2.2302, -2.1876, -1.4627], [-0.5664, -2.4690, -0.9723], [-3.5416, -0.8168, -2.5946], [-5.5553, 0.5661, -2.8449], [-5.4956, 2.9679, -2.2687], [-3.4070, 3.9900, -1.4300], [-1.3943, 2.5955, -1.1118], [-0.6887, 1.3026, -4.0281], [-0.2444, 0.7467, -6.3772], [0.1820, -1.6041, -7.0399], [0.1654, -3.3843, -5.3215], [-0.2855, -2.8480, -2.9874], [-5.2326, -0.0721, 2.9854], [-7.4105, -1.1972, 3.1588], [-7.9686, -3.0712, 1.6430], [-6.3261, -3.8083, -0.0520], [-4.1478, -2.7046, -0.2250], [-1.9562, 1.8750, 2.6001], [-1.1306, 2.2579, 4.8986], [-1.1123, 0.3955, 6.5272], [-1.9401, -1.8373, 5.8595], [-2.8000, -2.2082, 3.5803], [1.0988, -0.2589, 2.1901], [2.9957, 0.4182, 2.7374], [3.3033, 0.4907, 4.0610], [4.5998, 0.9068, 4.4277], [5.5108, 1.2107, 3.4605], [5.1825, 1.1311, 2.0845], [6.1468, 1.4351, 1.0957], [5.8248, 1.3475, -0.2231], [4.5218, 0.9772, -0.6147], [3.5245, 0.6796, 0.2958], [3.8790, 0.7366, 1.6851], [2.5777, 0.2327, 4.8211], [4.8605, 0.9725, 5.4748], [6.5120, 1.5202, 3.7323], [7.1399, 1.7319, 1.4081], [6.5618, 1.5705, -0.9832], [4.3320, 0.9441, -1.6783]],
  "atomic_forces_ev_per_a": [[-1.015, 0.076, -0.468], [-0.022, -0.001, -0.015], [0.003, 0.008, -0.002], [-0.047, -0.014, -0.015], [-0.016, -0.007, 0.018], [0.196, 0.048, 0.057], [0.037, 0.004, 0.001], [-0.013, 0.003, 0.005], [0.090, 0.050, 0.000], [-0.027, -0.011, 0.003], [0.056, 0.085, -0.001], [0.067, 0.007, 0.093], [-0.007, -0.007, -0.023], [0.203, -0.035, -0.110], [0.019, 0.001, 0.008], [0.008, 0.005, -0.003], [0.011, -0.001, -0.002], [0.066, 0.137, 0.066], [-0.226, 0.055, 0.204], [-0.095, -0.985, 0.320], [0.311, 0.353, -0.004], [-0.017, 0.012, -0.052], [0.022, -0.038, 0.004], [0.020, 0.016, 0.021], [-0.058, 0.009, 0.005], [0.087, -0.023, 0.067], [-0.122, 0.225, -0.119], [-0.077, -0.004, 0.016], [0.023, 0.001, -0.024], [-0.008, 0.009, 0.006], [-0.011, 0.003, 0.019], [0.059, -0.018, 0.025], [0.151, -0.145, -0.123], [-0.081, 0.078, -0.048], [0.020, 0.001, 0.036], [0.000, 0.001, -0.012], [-0.003, -0.006, 0.003], [0.005, -0.012, 0.001], [-0.035, 0.039, 0.011], [-0.106, 0.074, -0.020], [-0.114, -0.023, 0.048], [0.038, -0.010, 0.029], [-0.011, -0.003, -0.019], [-0.043, -0.007, -0.017], [0.144, -0.075, -0.024], [-0.034, -0.041, -0.006], [0.078, -0.039, 0.019], [0.037, 0.072, -0.130], [-0.023, -0.023, 0.042], [-0.005, -0.011, 0.005], [0.000, -0.001, 0.002], [-0.002, -0.001, 0.001], [0.008, 0.000, -0.004], [-0.019, 0.010, -0.014], [-0.016, -0.001, -0.008], [0.002, -0.001, 0.005], [0.005, 0.000, 0.003], [-0.002, 0.000, 0.001], [0.019, 0.001, -0.002], [-0.005, -0.011, 0.000], [0.003, 0.001, 0.002], [0.000, 0.000, -0.003], [0.000, -0.001, 0.002], [-0.004, -0.016, -0.005], [0.003, 0.001, -0.016], [-0.008, 0.003, -0.002], [0.013, 0.000, -0.009], [0.007, 0.006, 0.001], [-0.013, 0.014, 0.011], [-0.058, 0.138, -0.021], [0.048, -0.017, -0.017], [0.016, -0.003, 0.021], [-0.030, -0.011, 0.020], [0.009, 0.006, -0.021], [-0.012, -0.010, 0.054], [0.024, 0.003, 0.001], [-0.005, 0.003, -0.040], [0.059, 0.003, 0.120], [0.316, 0.000, 0.078], [0.082, 0.050, -0.041], [0.003, 0.000, 0.001], [-0.002, 0.000, -0.001], [0.001, 0.001, -0.003], [0.000, -0.002, 0.002], [0.001, 0.001, -0.001], [0.022, 0.001, -0.012]]
}